30
Properties=species:S:1:pos:R:3:forces:R:3 method="wB97M-V/def2-TZVPD" orbital_gap_ev=2.48 charge=+2 lumo_energy_ha=-0.354 homo_energy_ev=-12.128
C 4.106 -2.659 0.057 0.58 3.98 -1.38
C 4.389 -1.270 -0.132 -1.15 -4.79 2.76
O 4.036 -0.657 -1.424 -0.28 2.15 1.72
C 3.649 0.753 -1.208 -0.99 4.47 2.84
O 4.515 1.661 -1.518 -2.98 -4.20 0.24
O 2.397 1.153 -0.744 3.73 -2.63 -1.65
C 2.358 1.316 0.720 -0.55 0.45 3.61
C 0.857 1.609 1.272 0.37 -0.20 -0.10
C -0.149 0.476 0.751 1.38 -0.85 -0.37
S -1.914 0.730 1.249 -0.78 -0.18 -1.05
C -2.899 -0.405 0.132 0.40 -0.40 -0.09
S -2.049 -1.612 -0.682 -1.31 1.52 0.80
N -4.352 -0.198 0.025 2.64 -0.32 -0.13
C -4.963 -0.677 -1.195 -5.58 2.19 2.16
C -6.437 -0.252 -0.979 5.70 -0.45 1.51
N -6.520 0.398 0.316 2.98 -0.44 0.24
C -5.259 0.468 0.975 -2.95 -1.89 -5.43
H 4.106 -3.303 -0.879 -0.85 0.60 1.56
H 3.861 -3.002 1.111 1.25 0.09 -1.49
H 4.834 -0.675 0.733 -1.05 -0.03 -1.76
H 3.062 2.183 0.988 -1.11 -1.17 -0.52
H 2.725 0.383 1.285 -0.51 1.16 -1.35
H 0.947 1.518 2.419 0.00 0.39 -1.77
H 0.575 2.675 0.990 0.15 -1.49 0.35
H 0.192 -0.513 1.241 -0.49 1.41 -1.02
H -0.008 0.402 -0.389 -0.70 -0.05 1.75
H -4.527 -1.213 -2.091 -0.14 0.92 1.82
H -7.252 -0.432 -1.747 0.97 0.53 1.65
H -4.980 0.928 1.973 -0.45 -0.84 -1.69
Yb 4.702 0.213 -3.250 1.72 0.10 -3.21

***

27
Properties=species:S:1:pos:R:3:forces:R:3 method="wB97M-V/def2-TZVPD" orbital_gap_ev=7.77 charge=+1 de_lowest_kcal_mol=62.1 lumo_energy_ha=-0.183 homo_energy_ev=-12.755
C -1.819 -1.701 1.046 -2.04 1.01 2.07
C -2.307 -0.431 1.142 1.69 -0.09 -0.69
C -1.267 -1.718 -1.256 0.76 0.17 1.58
C -1.126 1.561 0.470 -1.12 1.47 2.25
C 0.318 0.279 -0.537 1.31 -2.53 -0.37
C 1.517 -0.415 -0.360 -2.77 2.01 -1.33
C 3.855 -0.204 0.015 0.16 -2.51 -1.87
C -0.844 -0.317 -1.276 -1.30 2.63 2.26
C 4.710 0.595 0.868 2.01 0.26 0.54
C -3.298 1.037 -0.596 4.12 1.31 -1.43
N -1.563 -2.295 -0.138 0.25 -0.95 -2.99
N 0.072 1.468 0.194 1.89 -0.80 -1.52
N -2.048 0.535 0.073 -0.72 -1.29 -1.31
O 4.210 -1.087 -0.751 -1.93 2.07 1.76
O 2.489 0.251 0.169 2.25 0.23 0.95
H -2.076 -2.396 1.913 0.84 0.97 -1.22
H -2.747 0.013 2.010 -0.40 -0.17 0.49
H -1.300 -2.176 -2.244 -0.21 -0.64 0.40
H -1.398 2.357 1.216 -0.43 -0.84 -0.93
H 1.766 -1.368 -0.743 -0.13 -1.07 -0.56
H -1.331 0.299 -2.065 0.90 -0.42 0.18
H 4.332 1.651 0.769 1.04 -0.87 0.28
H 5.796 0.323 0.505 -2.08 1.22 0.84
H 4.629 0.264 1.943 -0.09 0.40 -1.06
H -3.003 1.855 -1.309 -0.32 -0.59 0.86
H -3.623 0.253 -1.168 -1.38 -1.99 -1.23
H -3.943 1.365 0.111 -2.29 1.03 2.06

***

26
Properties=species:S:1:pos:R:3:forces:R:3 method="wB97M-V/def2-TZVPD" orbital_gap_ev="7.83 / 7.28" charge=0 de_lowest_kcal_mol=41.7 lumo_energy_ha="0.026 / -0.021" homo_energy_ev="-7.126 / -7.843"
C -2.599 -0.518 -2.068 0.02 0.03 -0.18
C -1.412 0.130 -2.395 -0.18 -0.13 -0.12
C -2.892 -0.773 -0.738 -0.07 -0.05 0.12
C -0.528 0.513 -1.415 0.17 0.09 0.23
C -2.010 -0.403 0.257 0.03 0.37 -0.07
C 3.409 1.452 0.244 -0.26 -0.21 -0.26
C 2.280 0.753 -0.065 0.46 -0.10 -0.24
C 1.950 2.034 1.669 0.11 0.21 0.10
C -0.805 0.269 -0.053 -0.19 -0.01 -0.25
C 0.046 0.658 1.000 -0.27 -0.42 0.55
N 3.184 2.254 1.321 0.11 0.33 0.46
N 1.331 1.132 0.852 0.32 0.26 -0.13
N 0.088 -2.508 0.666 -0.08 -0.22 -0.09
N 0.769 -1.789 1.559 0.20 0.43 0.00
H -3.296 -0.799 -2.842 -0.04 -0.04 -0.07
H -1.189 0.351 -3.429 0.02 0.02 -0.08
H -3.824 -1.255 -0.477 -0.06 -0.05 0.04
H 0.361 1.064 -1.681 0.05 0.02 -0.05
H -2.263 -0.564 1.296 -0.01 -0.07 0.11
H 4.367 1.427 -0.235 0.15 -0.08 -0.15
H 2.102 -0.005 -0.798 -0.08 -0.13 -0.10
H 1.453 2.510 2.491 -0.25 0.03 0.15
H -0.357 0.756 1.998 0.01 0.00 0.02
H -0.933 -2.465 0.653 0.29 -0.08 0.01
H 0.503 -2.443 -0.258 -0.22 -0.05 0.18
H 0.265 -1.781 2.447 -0.24 -0.14 -0.20

***

27
Properties=species:S:1:pos:R:3:forces:R:3 method="wB97M-V/def2-TZVPD" orbital_gap_ev="7.60 / 7.60" charge=+1 de_lowest_kcal_mol=63.2 lumo_energy_ha="-0.139 / -0.139" smiles="CN1C=[NH+]C(c2cn[nH]c2)=C2CC=N[C@@H]21" homo_energy_ev="-11.387 / -11.388"
C -1.400 -0.406 -3.193 -0.35 -0.31 -0.09
C -0.173 -2.222 -2.857 0.58 -2.81 -0.74
C -0.592 -1.092 -2.214 -0.78 0.35 -1.60
C -0.318 2.798 0.573 -1.31 0.39 -1.77
C 0.789 -1.300 1.185 2.53 -0.12 0.35
C -0.466 -0.757 -0.874 -0.53 7.86 6.37
C -0.764 0.656 -0.172 2.00 -6.93 -1.44
C -0.886 2.027 -0.723 2.39 0.12 0.04
C -0.523 0.728 1.406 1.26 0.92 -3.22
C 1.579 0.398 2.764 0.99 0.81 0.93
N -1.505 -1.097 -4.303 0.54 -1.05 0.37
N -0.192 2.140 1.642 0.01 -0.47 -0.24
N -0.777 -2.240 -4.082 0.16 -0.45 -1.01
N 0.656 -0.121 1.731 0.48 -0.23 0.80
N 0.137 -1.628 0.076 0.25 -1.43 -1.40
H -2.002 0.501 -3.123 0.47 -0.22 0.23
H 0.483 -3.115 -2.533 -1.26 1.72 -0.59
H -0.099 3.883 0.511 -0.13 -0.76 0.21
H 1.698 -1.991 1.561 -2.52 1.55 -0.91
H -1.931 2.177 -0.965 -0.18 0.92 -0.05
H -0.193 2.227 -1.654 -1.49 -0.35 1.69
H -1.343 0.433 1.993 -1.14 -0.47 0.93
H 2.590 -0.034 2.916 -0.38 -0.27 -1.65
H 1.707 1.505 2.559 -0.31 -1.50 0.66
H 1.263 0.151 3.784 -1.07 0.76 -0.19
H -0.782 -3.017 -4.829 0.20 1.99 1.83
H 0.510 -2.464 -0.373 -0.41 -0.04 0.47

***

27
Properties=species:S:1:pos:R:3:forces:R:3 method="wB97M-V/def2-TZVPD" orbital_gap_ev="7.78 / 6.32" charge=+1 de_lowest_kcal_mol=24.3 lumo_energy_ha="-0.097 / -0.221" spin_multiplicity=3 homo_energy_ev="-10.419 / -12.333"
C 0.119 1.951 -3.049 1.64 -0.87 4.10
C -0.615 -1.764 -0.500 -0.32 0.30 -2.47
C -0.531 -0.462 1.516 0.04 0.71 1.23
C -0.375 -2.907 0.185 1.01 -0.33 -0.01
C -0.193 -1.559 2.243 1.46 0.06 -0.29
C -0.708 -0.524 0.134 -1.29 2.45 -0.67
C 0.030 -2.785 1.538 -1.15 -0.70 2.35
C 0.897 2.537 -0.693 -0.98 -1.48 -1.52
C 0.667 1.559 -1.826 1.65 1.36 -0.51
C -1.137 0.623 -0.605 -2.42 -1.08 -0.87
N -0.235 2.089 -4.107 -1.73 0.83 -4.14
N -0.054 2.695 0.150 0.69 1.75 1.65
N 0.331 -3.958 2.258 -0.25 1.97 -1.42
N 2.103 3.152 -0.688 -1.97 -2.98 -2.64
N -1.318 1.935 0.012 2.10 -0.78 1.23
H -0.743 -1.674 -1.615 -0.02 -0.83 1.22
H -0.694 0.479 2.054 0.25 -0.32 -0.13
H -0.317 -3.879 -0.334 -0.05 0.57 0.35
H 0.116 -1.394 3.289 -0.52 -0.62 -0.51
H 1.302 0.698 -1.895 0.17 -0.42 0.20
H -1.644 0.585 -1.625 1.02 -0.29 1.56
H 0.372 -4.612 1.509 0.72 -1.64 0.49
H 1.049 -3.951 2.986 -0.43 -0.08 -0.56
H 2.687 2.946 -1.488 0.06 0.27 0.37
H 2.380 3.756 -0.020 1.00 2.40 2.62
H -1.913 2.607 -0.467 -0.59 -0.46 -0.08
H -1.578 1.855 1.038 -0.10 0.22 -1.56

***

24
Properties=species:S:1:pos:R:3:forces:R:3 method="wB97M-V/def2-TZVPD" orbital_gap_ev=9.77 charge=+1 de_lowest_kcal_mol=86.7 lumo_energy_ha=-0.125 smiles=C[N@+]12CCc3ccccc3[C@H]1O2 homo_energy_ev=-13.166
C 2.066 -2.789 -0.376 -1.80 0.20 -0.31
C 2.538 -2.272 0.832 -0.20 -0.05 -0.77
C 0.877 -2.308 -0.962 3.21 0.63 2.84
C 2.078 -1.088 1.326 -2.72 0.64 -1.19
C 0.363 -1.210 -0.336 -3.77 3.33 -1.71
C 0.925 -0.486 0.684 2.53 -2.05 1.71
C -0.902 -0.430 -0.919 -0.10 -1.49 -0.15
C -0.540 1.026 -1.187 1.21 0.76 -2.93
C 0.370 0.757 1.221 -2.58 1.24 -0.75
C -1.513 2.591 0.554 -1.23 1.00 0.90
N -0.477 1.672 0.149 0.29 -2.15 1.32
O 0.804 1.932 0.580 1.33 1.11 1.26
H 2.437 -3.623 -0.910 1.00 -0.88 0.22
H 3.200 -2.796 1.459 1.21 -0.64 0.16
H 0.588 -2.735 -1.852 -1.23 -0.68 -1.70
H 2.423 -0.741 2.253 0.59 0.65 1.03
H -1.260 -0.959 -1.840 0.21 0.66 0.84
H -1.742 -0.403 -0.154 0.80 -0.37 -0.98
H 0.512 1.178 -1.691 -1.84 -0.54 1.30
H -1.206 1.569 -1.974 0.58 -0.73 2.04
H -0.152 0.805 2.255 1.29 0.32 -1.68
H -2.448 2.257 0.206 -1.04 -1.08 -0.95
H -1.812 2.804 1.598 1.50 -0.66 0.02
H -1.423 3.541 0.083 0.77 0.78 -0.51

***

25
Properties=species:S:1:pos:R:3:forces:R:3 method="wB97M-V/def2-TZVPD" orbital_gap_ev="7.49 / 6.87" charge=0 de_lowest_kcal_mol=139.9 lumo_energy_ha="0.030 / 0.000" homo_energy_ev="-6.679 / -6.870"
C -1.366 1.769 1.657 0.27 0.33 1.08
C -1.710 2.036 0.550 -0.67 -0.13 -2.49
C -1.944 -3.327 -1.904 -0.05 -0.85 -2.07
C -1.815 -3.323 -0.532 0.18 0.63 0.63
C -1.155 -2.390 -2.553 1.12 2.27 -1.28
C -1.061 -2.326 0.101 -1.02 -2.02 1.61
C -0.356 -1.416 -1.899 -0.64 -0.08 -0.77
C -0.334 -1.326 -0.513 -0.34 -0.56 0.77
C 2.839 3.290 1.007 0.70 -0.47 -0.10
C 2.059 2.387 1.857 1.34 2.05 1.18
N 0.335 -0.411 0.271 1.59 1.32 -1.69
O 1.499 1.422 1.220 -0.98 -1.45 0.85
P 1.262 0.925 -0.303 0.01 -0.17 -0.95
H -0.952 1.641 2.635 -0.27 -0.03 -0.12
H -2.524 -4.054 -2.563 0.68 0.94 1.43
H -2.276 -4.033 0.151 -0.14 -0.04 -0.46
H -1.069 -2.134 -3.657 -0.76 -1.37 1.23
H -1.072 -2.511 1.188 0.38 0.84 -0.41
H 0.111 -0.710 -2.584 0.24 0.03 0.50
H 3.231 2.459 0.353 0.84 1.31 -0.30
H 2.083 3.799 0.418 0.22 0.67 -0.58
H 3.629 3.993 1.462 -1.41 -1.32 -0.67
H -1.971 2.096 -0.531 0.27 0.09 1.72
H 2.237 2.354 2.919 -0.49 -0.67 0.21
H 0.318 -0.209 1.249 -1.07 -1.31 0.67

***

23
Properties=species:S:1:pos:R:3:forces:R:3 method="wB97M-V/def2-TZVPD" orbital_gap_ev=9.99 charge=0 de_lowest_kcal_mol=128.8 lumo_energy_ha=0.026 smiles="CC1CC(=O)C1.C#CCC#C" homo_energy_ev=-9.280
C -1.747 2.511 -0.059 0.84 3.76 1.41
C -2.482 1.599 -0.256 -0.97 -1.90 1.05
C -3.536 0.538 -0.095 1.37 0.01 -2.00
C -3.068 -0.904 -0.117 -0.07 -1.73 0.60
C -2.829 -2.111 -0.084 -1.06 2.80 -0.20
C 0.211 -0.681 -0.067 0.53 -0.16 0.47
C 1.597 -0.466 0.546 -0.09 0.34 0.10
C 2.214 0.921 0.259 -0.20 1.23 0.13
C 3.517 0.267 -0.178 0.01 -0.24 -0.04
C 2.818 -1.094 -0.158 0.30 -0.90 -0.14
H -1.440 3.535 0.372 -0.13 -2.40 -1.38
H -4.083 0.705 -1.041 -0.56 -0.47 0.64
H -4.132 0.844 0.771 0.04 -0.54 -0.18
H -2.790 -3.187 -0.099 0.26 0.51 0.02
H 0.248 -0.500 -1.142 -0.02 0.17 -0.06
H -0.513 0.006 0.388 0.18 -0.29 -0.18
H -0.136 -1.707 0.061 -0.01 0.08 0.13
H 1.618 -0.676 1.637 -0.13 0.07 -0.67
H 1.730 1.450 -0.585 0.17 -0.26 0.28
H 2.278 1.624 1.093 0.07 0.03 -0.08
H 2.572 -1.395 -1.183 0.11 -0.05 0.07
H 3.319 -1.921 0.354 0.06 0.12 -0.20
O 4.634 0.642 -0.419 -0.69 -0.17 0.21

***

24
Properties=species:S:1:pos:R:3:forces:R:3 method="wB97M-V/def2-TZVPD" orbital_gap_ev=9.39 charge=0 de_lowest_kcal_mol=192.0 lumo_energy_ha=0.016 homo_energy_ev=-8.956
C -3.765 0.118 1.003 -0.30 1.22 1.26
C -3.147 -0.318 -0.297 -5.06 -3.37 -2.34
C -1.679 -0.184 -0.415 0.17 4.37 1.21
C -0.823 -1.209 -0.610 6.38 12.00 2.90
C 0.625 -1.002 -0.709 -3.22 -0.20 1.30
C 1.047 0.322 -0.469 4.17 -4.07 -0.32
C 3.239 -0.213 0.249 1.60 1.58 3.46
C 4.725 0.254 -0.025 2.03 -3.74 0.65
C 0.324 1.343 -0.102 -6.77 6.42 0.70
C -1.164 1.220 -0.134 10.76 -12.26 -3.06
H -4.974 0.082 0.971 3.03 -0.47 0.30
H -3.188 -0.727 1.738 -2.04 3.25 -0.91
H -3.567 1.340 1.082 -0.17 -3.26 0.80
H -3.634 -1.653 -0.205 2.01 3.72 -1.11
H -3.838 0.169 -1.204 2.22 -1.27 1.96
H -0.967 -2.010 -0.936 -3.73 -12.53 -4.08
H 1.055 -2.051 -0.703 0.80 2.17 -0.43
H 5.551 -0.499 0.868 -2.77 2.02 -3.23
H 5.160 1.304 0.250 -1.69 -1.77 -1.24
H 4.757 -0.206 -1.195 1.02 1.82 3.11
H 0.722 2.481 0.094 -0.58 -3.39 -0.48
H -1.824 1.790 0.062 -7.79 8.26 2.58
O 2.441 0.646 -0.463 -0.22 -2.02 0.04
O 2.923 -0.996 1.149 0.15 1.52 -3.06

***

25
Properties=species:S:1:pos:R:3:forces:R:3 method="wB97M-V/def2-TZVPD" orbital_gap_ev=8.00 charge=0 de_lowest_kcal_mol=111.1 lumo_energy_ha=0.016 smiles=Cc1cc2c(cc1O)[C@@H](CO)CO2 homo_energy_ev=-7.551
C -2.320 1.616 -2.560 -0.20 -3.29 -2.71
C -1.473 0.764 -1.538 -1.74 1.51 -2.64
C -2.026 0.023 -0.512 -1.05 0.05 -1.08
C -1.091 -0.564 0.310 -2.93 0.63 0.04
C -0.199 -1.772 1.948 0.53 1.46 3.16
C 1.033 -1.014 1.255 -2.29 -1.50 -2.04
C 2.068 -0.311 2.084 3.10 -0.18 -0.91
C 0.224 -0.187 0.237 1.56 -1.89 1.54
C 0.827 0.340 -0.857 -0.24 2.55 -1.38
C -0.142 0.843 -1.856 1.52 -3.31 7.86
H -3.368 1.142 -2.679 1.50 1.22 0.42
H -2.298 2.640 -2.308 -0.44 1.15 0.52
H -1.839 1.604 -3.701 -1.36 -0.27 3.13
H -3.160 -0.105 -0.555 1.82 -0.04 0.69
H -0.030 -2.867 2.018 -0.46 0.82 -0.09
H -0.201 -1.285 3.069 -0.54 -1.45 -2.53
H 1.449 -1.747 0.511 0.53 0.37 1.35
H 1.695 0.614 2.599 0.12 -1.35 0.43
H 2.954 0.076 1.441 -1.96 -0.12 0.28
H 3.412 -0.968 3.571 -2.00 -1.23 -2.67
H 1.969 0.575 -0.734 -2.25 -0.49 -0.99
H 1.027 2.050 -2.858 -3.25 -2.85 -0.24
O -1.516 -1.459 1.254 3.77 -0.23 1.06
O 2.840 -1.389 2.790 0.32 2.43 2.82
O 0.164 1.380 -2.929 5.92 6.01 -6.02

***

25
Properties=species:S:1:pos:R:3:forces:R:3 method="wB97M-V/def2-TZVPD" orbital_gap_ev=8.38 charge=0 de_lowest_kcal_mol=158.4 lumo_energy_ha=-0.018 homo_energy_ev=-8.882
C 0.853 1.763 -0.783 0.76 0.39 1.32
C 1.769 0.772 -0.712 -0.28 1.04 -0.35
C 2.807 -0.014 -0.114 2.60 -0.54 -0.03
C 0.829 0.968 1.447 -0.38 -2.46 0.30
C -0.084 1.501 0.391 -0.16 -1.10 -1.60
C 1.542 -0.053 0.538 -3.31 -0.72 -0.39
C -0.961 0.280 -0.047 -0.80 -1.01 -2.37
C -0.094 -1.020 -0.111 1.98 2.87 0.55
C -1.642 0.522 -1.472 0.55 0.09 -0.48
C -0.495 -2.176 0.734 2.52 -0.86 -1.62
O 3.984 -0.306 -0.074 -1.62 0.37 -0.26
O -2.125 0.083 0.721 -0.03 -0.21 1.83
O 0.096 -1.325 -1.435 2.07 -1.59 0.08
H 0.832 2.752 -1.242 0.15 -0.69 -0.70
H 1.490 1.651 1.896 0.87 1.03 0.47
H 0.272 0.433 2.225 0.06 0.25 0.19
H -0.787 2.249 0.608 -0.69 1.37 0.54
H -2.700 0.295 -1.234 0.45 0.57 -0.66
H -1.287 -0.289 -2.243 -0.74 2.34 1.30
H -1.492 1.636 -1.811 -0.36 -2.31 0.39
H 0.369 -2.877 0.894 -0.92 0.55 -0.25
H -1.257 -2.620 0.143 -0.88 -0.92 -0.22
H -0.862 -1.892 1.647 -0.79 0.55 2.35
H -1.955 -0.429 1.532 0.01 0.52 -0.36
H 0.898 -1.905 -1.497 -1.06 0.48 -0.06

***

27
Properties=species:S:1:pos:R:3:forces:R:3 method="wB97M-V/def2-TZVPD" orbital_gap_ev=3.59 charge=+2 lumo_energy_ha=-0.488 homo_energy_ev=-16.858
C -1.584 0.509 3.547 0.21 0.02 -0.32
C -0.892 -0.768 3.123 -0.37 -0.01 0.57
O 0.430 -0.573 2.605 0.38 -0.16 -0.02
C 0.482 0.114 1.421 -0.29 0.42 -0.08
C 1.508 -0.598 0.537 -0.33 -0.51 0.15
O 1.868 0.329 -0.595 -0.09 0.18 0.83
C 0.984 0.370 -1.639 0.23 -0.05 -0.85
C 0.108 1.355 -1.810 -0.20 0.43 0.11
C -0.821 1.233 -3.013 -0.61 0.89 -0.48
O -1.149 2.231 -3.609 0.39 -0.93 0.87
C -1.177 -0.162 -3.384 0.12 0.48 0.27
C -0.262 -1.101 -3.195 0.10 -0.30 0.06
C 1.058 -0.728 -2.638 0.21 -0.47 -0.43
O 2.128 -1.202 -2.954 0.04 0.25 0.80
H -2.634 0.289 3.638 -0.41 -0.01 0.23
H -1.202 0.867 4.489 0.10 0.12 0.32
H -1.499 1.315 2.826 0.04 0.12 -0.27
H -0.768 -1.388 3.993 0.24 -0.34 0.25
H -1.507 -1.339 2.435 0.04 -0.05 -0.54
H 0.744 1.165 1.548 0.30 0.24 0.08
H -0.479 0.072 0.909 -0.26 0.07 -0.21
H 2.406 -0.892 1.065 0.37 0.28 0.14
H 1.055 -1.463 0.079 0.15 -0.45 -0.22
H 0.056 2.197 -1.141 -0.03 0.53 -0.11
H -2.149 -0.339 -3.801 -0.25 -0.06 -0.35
H -0.433 -2.134 -3.436 0.12 -0.33 -0.29
Pd 3.727 0.639 -1.001 -0.20 -0.35 -0.49